(1)
Formula: C10H16
Source: the OMol25 dataset
Level of theory: ωB97M-V/def2-TZVPD

Relative energy (zero: lowest compared OMol25 entry of this formula, charge and spin) ... 25.99 kJ/mol
Kohn-Sham gap ... 10.056 eV
Structure (SMILES) ... Cc1ccccc1.CCC
Net charge ... 0
LUMO ... 1.024 eV

Each line ends with the Löwdin charge.
Atoms and positions in Å:
1 C -0.784 0.446 -3.525  -0.06
2 C -0.066 -0.227 -2.377  -0.28
3 C -0.776 -0.946 -1.434  -0.05
4 C -0.097 -1.536 -0.368  -0.10
5 C 1.271 -1.372 -0.249  -0.12
6 C 1.980 -0.644 -1.200  -0.09
7 C 1.322 -0.079 -2.276  -0.05
8 H -1.143 1.427 -3.215  0.08
9 H -1.633 -0.129 -3.888  0.07
10 H -0.120 0.618 -4.373  0.07
11 H -1.832 -1.151 -1.546  0.11
12 H -0.638 -2.187 0.312  0.10
13 H 1.742 -1.713 0.670  0.10
14 H 3.030 -0.504 -1.011  0.10
15 H 1.841 0.523 -3.007  0.11
16 C -0.325 -0.251 3.425  -0.13
17 C -0.949 0.783 2.502  -0.32
18 C 0.017 1.503 1.592  -0.13
19 H 0.163 -1.067 2.879  0.06
20 H -1.058 -0.732 4.084  0.07
21 H 0.437 0.190 4.083  0.07
22 H -1.730 0.310 1.916  0.09
23 H -1.473 1.511 3.124  0.10
24 H 0.572 2.366 1.987  0.07
25 H 0.782 0.882 1.131  0.05
26 H -0.533 1.978 0.766  0.07

***

(2)
Formula: C10H16
Source: the OMol25 dataset
Level of theory: ωB97M-V/def2-TZVPD

Relative energy (zero: lowest compared OMol25 entry of this formula, charge and spin) ... 50.60 kJ/mol
Kohn-Sham gap ... 10.001 eV
Structure (SMILES) ... Cc1ccccc1.CCC
Net charge ... 0
LUMO ... 0.995 eV

Each line ends with the Löwdin charge.
Atoms and positions in Å:
1 C -1.364 0.960 2.205  -0.05
2 C -1.436 -0.143 1.192  -0.29
3 C -0.632 -1.262 1.301  -0.07
4 C -0.727 -2.337 0.430  -0.08
5 C -1.658 -2.303 -0.600  -0.09
6 C -2.505 -1.211 -0.672  -0.10
7 C -2.429 -0.145 0.200  -0.05
8 H -2.093 1.733 1.975  0.07
9 H -0.392 1.457 2.286  0.07
10 H -1.459 0.557 3.210  0.08
11 H 0.195 -1.298 2.002  0.11
12 H -0.125 -3.186 0.541  0.08
13 H -1.632 -3.002 -1.425  0.10
14 H -3.247 -1.202 -1.457  0.10
15 H -3.030 0.748 0.107  0.11
16 C 1.341 0.786 -2.059  -0.13
17 C 2.333 1.502 -1.155  -0.31
18 C 2.513 0.728 0.153  -0.12
19 H 1.728 -0.169 -2.422  0.08
20 H 1.246 1.293 -2.999  0.05
21 H 0.340 0.778 -1.644  0.06
22 H 3.243 1.596 -1.749  0.10
23 H 1.977 2.491 -0.875  0.09
24 H 1.642 0.741 0.802  0.05
25 H 2.878 -0.257 -0.147  0.07
26 H 3.292 1.145 0.802  0.07

***

Summary of E_HOMO in Eh
-0.3319 -0.3309
(order as listed above)